DFT (ωB97M-V with the def2-TZVPD basis set) results for the molecule C22H36N6O2.

Summary:
**LUMO**: 0.6310 eV
**ΔE to the lowest compared entry with this formula, charge and spin**: 0.0 kcal/mol
**Structure (SMILES)**: CCCCc1cn(C[C@H]2CC[C@@H]([C@@H]3CC[C@H](Cn4cc(CCCC)nn4)O3)O2)nn1
**HOMO-LUMO gap**: 9.412 eV

Last column: Mulliken charge in e.
Positions of all 66 atoms, in Å:
C 1.88 0.79 -3.44  -1.52
C 1.33 -0.57 -3.00  0.21
C 2.30 -1.28 -2.06  0.36
C 1.70 -2.56 -1.47  -1.12
C 0.65 -2.25 -0.46  -0.13
C -0.68 -2.60 -0.41  0.04
N -1.15 -2.04 0.73  1.10
C -2.46 -2.06 1.31  -1.07
C -3.56 -1.80 0.27  0.22
C -4.89 -1.46 0.96  -0.85
C -4.90 0.07 0.91  -0.84
C -4.19 0.33 -0.42  -0.19
C -3.54 1.72 -0.52  0.08
C -2.62 1.84 -1.74  -1.28
C -1.24 1.59 -1.12  0.49
C -1.40 2.25 0.24  0.17
C -0.48 1.71 1.33  -0.88
N 0.90 1.84 0.97  0.90
C 1.95 1.31 1.63  -0.16
C 3.06 1.71 0.92  0.47
C 4.51 1.46 1.16  -1.28
C 4.99 0.13 0.58  -0.51
C 4.35 -1.08 1.27  0.66
C 4.95 -2.39 0.76  -1.57
N 2.61 2.45 -0.12  -0.81
N 1.33 2.52 -0.08  -0.53
O -2.75 2.01 0.63  -0.51
O -3.22 -0.70 -0.54  -0.33
N -0.16 -1.39 1.34  -1.51
N 0.91 -1.51 0.64  0.21
H 1.19 1.28 -4.11  0.40
H 2.83 0.66 -3.96  0.41
H 2.05 1.43 -2.58  0.27
H 1.15 -1.19 -3.88  0.40
H 0.38 -0.42 -2.50  -0.21
H 3.21 -1.52 -2.59  0.55
H 2.55 -0.60 -1.24  -0.63
H 1.26 -3.18 -2.26  0.33
H 2.49 -3.13 -0.97  0.32
H -1.30 -3.17 -1.07  0.45
H -2.46 -1.27 2.07  0.47
H -2.64 -3.03 1.80  0.26
H -3.66 -2.69 -0.37  0.34
H -4.95 -1.86 1.97  0.36
H -5.73 -1.86 0.38  0.33
H -5.90 0.49 0.94  0.47
H -4.30 0.49 1.72  0.30
H -4.90 0.24 -1.25  0.32
H -4.36 2.45 -0.56  0.53
H -2.87 1.11 -2.50  0.38
H -2.67 2.84 -2.16  0.35
H -0.42 2.01 -1.69  0.77
H -1.09 0.52 -0.99  -0.72
H -1.24 3.34 0.14  0.31
H -0.69 0.65 1.51  0.25
H -0.67 2.26 2.26  0.21
H 1.83 0.70 2.50  0.44
H 5.07 2.27 0.69  0.38
H 4.70 1.48 2.24  0.39
H 6.07 0.08 0.70  0.44
H 4.76 0.10 -0.49  0.21
H 4.53 -1.01 2.35  0.49
H 3.28 -1.08 1.11  -0.48
H 4.46 -3.24 1.23  0.39
H 6.01 -2.44 0.97  0.44
H 4.82 -2.46 -0.32  0.22


DFT (ωB97M-V with the def2-TZVPD basis set) results for a structure of composition C33H23Br2IN4O2Pt.

Summary:
**LUMO**: -9.0028 eV
**Net charge**: +2
**ΔE to the lowest compared entry with this formula, charge and spin**: 54.9 kcal/mol
**HOMO-LUMO gap**: 4.654 eV

Last column: Mulliken charge in e.
Positions of all 66 atoms, in Å:
Pt -0.93 0.26 0.45  0.28
I 0.47 -0.10 2.61  0.10
C -0.15 1.78 3.32  0.73
C 0.40 2.26 4.47  -0.67
C -0.04 3.52 4.93  -0.72
C -0.96 4.23 4.22  -0.90
C -1.51 3.72 3.01  0.90
C -2.43 4.48 2.25  -0.84
C -2.96 3.98 1.10  -1.12
C -2.59 2.69 0.64  -0.08
C -1.67 1.94 1.33  -0.34
C -1.11 2.44 2.54  0.67
H 1.14 1.70 5.03  0.42
H 0.38 3.92 5.85  0.43
H -1.29 5.20 4.57  0.45
H -2.72 5.46 2.60  0.44
H -3.66 4.56 0.52  0.47
H -3.05 2.31 -0.26  0.41
C -4.43 -2.20 4.07  -1.43
C -4.13 -1.72 2.68  0.05
C -5.07 -1.75 1.66  -0.39
C -4.75 -1.30 0.39  -0.88
C -3.48 -0.85 0.20  0.77
Br -2.82 -0.17 -1.44  -0.08
N -2.55 -0.80 1.15  0.52
C -2.86 -1.24 2.37  0.26
H -5.45 -2.55 4.15  0.39
H -4.29 -1.39 4.80  0.35
H -3.76 -3.01 4.35  0.37
H -6.07 -2.12 1.86  0.43
H -5.47 -1.31 -0.42  0.51
H -2.08 -1.22 3.11  0.37
Br -0.01 -2.00 -3.48  -0.11
C 0.69 -3.45 -2.46  0.29
C 1.49 -4.36 -3.13  -0.62
C 1.99 -5.46 -2.45  -0.54
C 1.67 -5.65 -1.12  -0.69
C 0.85 -4.75 -0.46  -0.53
C 0.37 -3.62 -1.13  0.23
C -0.48 -2.67 -0.34  0.43
O -1.43 -3.06 0.31  -0.55
O -0.08 -1.43 -0.41  -0.15
H 1.71 -4.21 -4.18  0.47
H 2.61 -6.17 -2.98  0.41
H 2.05 -6.51 -0.58  0.42
H 0.58 -4.90 0.57  0.45
N 7.14 0.23 -6.33  -0.42
C 6.32 0.46 -5.56  -0.06
C 5.29 0.73 -4.59  0.41
C 4.41 -0.28 -4.22  -1.12
C 3.41 -0.03 -3.29  -0.16
C 3.31 1.24 -2.74  1.74
C 4.18 2.25 -3.10  -0.54
C 5.18 1.99 -4.03  -1.10
N 2.27 1.51 -1.77  0.46
C 2.01 2.72 -1.16  -0.09
C 0.94 2.54 -0.35  -0.96
N 0.54 1.22 -0.48  -0.39
C 1.37 0.62 -1.34  0.63
H 4.50 -1.27 -4.66  0.50
H 2.73 -0.83 -3.03  0.24
H 4.11 3.24 -2.67  0.33
H 5.86 2.78 -4.32  0.48
H 2.59 3.61 -1.33  0.41
H 0.43 3.24 0.29  0.46
H 1.29 -0.41 -1.62  -0.17


DFT (ωB97M-V with the def2-TZVPD basis set) results for the molecule C5H3NO.

Summary:
**LUMO**: 0.9160 eV
**ΔE to the lowest compared entry with this formula, charge and spin**: 55.8 kcal/mol
**Structure (SMILES)**: C#Cc1cnoc1
**HOMO-LUMO gap**: 10.385 eV

Last column: Mulliken charge in e.
Positions of all 10 atoms, in Å:
C -1.08 -0.93 -2.14  0.02
C -0.49 -0.40 -1.24  -0.48
C 0.12 0.10 -0.05  0.24
C -0.12 1.30 0.68  -0.32
N 0.46 1.27 1.85  -0.37
O 1.12 0.06 1.92  -0.18
C 0.91 -0.61 0.79  -0.22
H -1.65 -1.42 -2.90  0.42
H -0.67 2.18 0.38  0.43
H 1.40 -1.57 0.71  0.45


DFT (ωB97M-V with the def2-TZVPD basis set) results for a cluster of 11 separate species, C84H170N8O17 in total.

Summary:
**LUMO**: 0.3611 eV
**ΔE to the lowest compared entry with this formula, charge and spin**: 152.7 kcal/mol
**Structure (SMILES)**: CC1(C)CCCC(C)(C)N1O.CC1(C)CCCC(C)(C)N1O.CC1(C)CCCC(C)(C)N1O.CC1(C)CCCC(C)(C)N1O.CC1(C)CCCC(C)(C)N1O.CC1(C)CCCC(C)(C)N1O.CC1(C)CCCC(C)(C)N1O.CC1(C)CCCC(C)(C)N1O.C[C@H]1COC(=O)O1.C[C@H]1COC(=O)O1.C[C@H]1COC(=O)O1
**HOMO-LUMO gap**: 7.985 eV

Last column: Mulliken charge in e.
Positions of all 279 atoms, in Å:
C 8.11 -4.68 3.42  -2.02
C 8.97 -5.05 2.24  1.68
C 8.41 -4.83 0.72  -1.51
C 10.34 -4.31 2.43  -1.45
C 11.62 -4.74 1.70  -0.67
C 11.74 -6.23 2.02  -1.23
C 10.43 -7.04 1.80  1.60
C 10.25 -7.24 0.27  -1.91
C 10.65 -8.44 2.43  -1.92
N 9.27 -6.38 2.53  0.19
O 8.14 -7.11 2.40  -0.47
H 8.51 -4.93 4.40  0.37
H 8.13 -3.59 3.41  0.48
H 7.12 -5.12 3.24  0.50
H 7.59 -4.11 0.81  0.44
H 9.12 -4.26 0.11  0.32
H 8.09 -5.70 0.15  0.28
H 10.21 -3.24 2.24  0.42
H 10.47 -4.37 3.51  0.48
H 11.66 -4.53 0.63  0.36
H 12.50 -4.24 2.12  0.40
H 12.09 -6.37 3.04  0.45
H 12.48 -6.54 1.28  0.36
H 10.87 -8.05 -0.11  0.47
H 10.50 -6.48 -0.47  0.27
H 9.23 -7.62 0.15  0.46
H 9.90 -9.20 2.22  0.38
H 10.89 -8.47 3.49  0.43
H 11.58 -8.90 2.10  0.45
H 8.05 -7.26 3.34  0.41
C -11.04 -2.53 0.53  -1.96
C -10.71 -3.92 -0.05  1.09
C -12.13 -4.56 -0.36  -1.75
C -9.97 -3.60 -1.36  -0.95
C -9.35 -4.91 -2.02  -0.72
C -8.39 -5.55 -1.02  -1.05
C -8.94 -5.78 0.50  1.38
C -9.93 -6.91 0.52  -1.62
C -7.73 -5.97 1.46  -1.79
N -9.74 -4.53 0.89  0.47
O -9.98 -4.31 2.26  -0.50
H -11.28 -2.58 1.59  0.48
H -10.14 -1.94 0.39  0.38
H -11.95 -2.01 0.23  0.36
H -11.94 -5.39 -1.04  0.33
H -12.70 -4.85 0.53  0.36
H -12.82 -3.81 -0.74  0.49
H -10.70 -3.28 -2.11  0.37
H -9.04 -3.06 -1.18  0.43
H -10.25 -5.51 -2.19  0.36
H -8.83 -4.56 -2.90  0.36
H -7.44 -5.01 -1.07  0.40
H -8.16 -6.53 -1.43  0.40
H -9.41 -7.82 0.23  0.46
H -10.59 -6.82 -0.34  0.37
H -10.44 -7.00 1.48  0.32
H -8.01 -6.32 2.45  0.38
H -7.29 -5.00 1.69  0.41
H -7.00 -6.68 1.08  0.37
H -9.38 -3.57 2.39  0.34
C 1.91 2.75 0.00  -1.71
C 0.38 2.31 -0.10  1.13
C -0.39 3.37 -0.91  -1.60
C 0.58 0.99 -1.00  -1.14
C -0.67 0.10 -1.06  -0.77
C -0.99 -0.35 0.35  -0.97
C -1.26 0.90 1.36  1.11
C -2.71 1.40 1.33  -1.75
C -0.94 0.26 2.79  -1.70
N -0.22 1.97 1.23  0.59
O -0.34 2.96 2.23  -0.48
H 2.53 2.55 -0.87  0.30
H 1.93 3.79 0.33  0.39
H 2.24 2.20 0.88  0.46
H -1.34 2.93 -1.21  0.30
H -0.55 4.32 -0.39  0.39
H 0.19 3.71 -1.77  0.41
H 0.86 1.21 -2.03  0.40
H 1.34 0.50 -0.40  0.48
H -1.41 0.80 -1.44  0.29
H -0.35 -0.65 -1.78  0.40
H -0.10 -0.84 0.74  0.38
H -1.79 -1.09 0.24  0.38
H -3.05 1.68 0.33  0.32
H -2.80 2.34 1.87  0.41
H -3.44 0.66 1.68  0.41
H -0.89 0.98 3.61  0.41
H 0.02 -0.25 2.68  0.40
H -1.70 -0.50 2.97  0.39
H 0.36 2.70 2.84  0.34
C 3.89 -10.89 -4.65  -1.43
C 2.66 -11.87 -4.35  1.05
C 2.96 -13.32 -4.98  -1.65
C 2.48 -12.12 -2.83  -1.00
C 1.53 -11.29 -2.04  -0.80
C 0.17 -11.26 -2.74  -1.25
C 0.29 -10.67 -4.17  1.43
C -1.11 -10.87 -4.86  -1.73
C 0.73 -9.24 -4.11  -1.72
N 1.37 -11.38 -4.90  0.36
O 1.33 -11.26 -6.19  -0.47
H 3.77 -10.90 -5.74  0.43
H 3.78 -9.87 -4.31  0.27
H 4.86 -11.33 -4.43  0.40
H 2.36 -14.17 -4.67  0.36
H 3.06 -13.21 -6.06  0.37
H 3.98 -13.60 -4.70  0.44
H 2.08 -13.12 -2.69  0.37
H 3.42 -12.09 -2.27  0.37
H 1.42 -11.69 -1.04  0.40
H 1.91 -10.27 -2.01  0.35
H -0.50 -10.69 -2.09  0.43
H -0.27 -12.25 -2.83  0.44
H -1.25 -11.95 -4.84  0.43
H -1.29 -10.53 -5.87  0.34
H -1.91 -10.53 -4.19  0.38
H 0.45 -8.63 -4.97  0.39
H 1.77 -9.06 -3.83  0.32
H 0.28 -8.87 -3.18  0.40
H 1.85 -10.50 -6.47  0.33
C -0.89 -7.18 11.05  -1.88
C -1.23 -8.20 9.97  1.45
C -2.68 -8.83 10.08  -1.64
C -1.12 -7.47 8.61  -1.15
C -1.10 -8.41 7.40  -0.88
C -0.05 -9.55 7.46  -1.01
C -0.03 -10.28 8.80  1.50
C -0.96 -11.46 8.63  -1.80
C 1.48 -10.81 8.95  -1.81
N -0.39 -9.39 9.96  0.30
O -0.16 -10.00 11.18  -0.45
H 0.19 -7.16 11.20  0.40
H -1.21 -6.15 10.88  0.38
H -1.43 -7.50 11.95  0.41
H -3.23 -9.06 9.17  0.29
H -2.73 -9.69 10.75  0.31
H -3.32 -8.16 10.66  0.51
H -1.94 -6.75 8.54  0.45
H -0.18 -6.95 8.48  0.39
H -2.05 -8.87 7.17  0.37
H -0.89 -7.87 6.48  0.38
H 0.94 -9.13 7.26  0.45
H -0.35 -10.16 6.61  0.32
H -0.67 -12.08 7.78  0.46
H -1.97 -11.03 8.59  0.37
H -0.92 -12.20 9.42  0.35
H 1.49 -11.61 9.69  0.39
H 2.12 -10.04 9.38  0.44
H 1.93 -11.23 8.05  0.37
H -1.02 -10.32 11.46  0.33
C 11.71 5.67 -1.09  -1.66
C 12.73 6.42 -0.07  1.66
C 12.07 6.27 1.32  -1.95
C 14.18 5.95 0.00  -1.28
C 14.99 6.23 -1.28  -0.68
C 15.07 7.76 -1.44  -1.06
C 13.70 8.52 -1.40  1.50
C 13.96 10.00 -0.97  -1.83
C 13.11 8.44 -2.75  -1.98
N 12.76 7.87 -0.35  0.16
O 11.55 8.53 -0.32  -0.44
H 10.78 6.24 -1.17  0.42
H 12.04 5.39 -2.09  0.30
H 11.30 4.73 -0.72  0.46
H 12.38 5.34 1.80  0.40
H 12.49 7.01 2.00  0.45
H 11.01 6.47 1.15  0.41
H 14.68 6.40 0.86  0.35
H 14.03 4.88 0.14  0.49
H 15.98 5.77 -1.32  0.36
H 14.53 5.84 -2.19  0.34
H 15.57 7.79 -2.41  0.36
H 15.68 8.24 -0.67  0.38
H 13.10 10.55 -0.60  0.39
H 14.37 10.63 -1.76  0.38
H 14.38 10.11 0.03  0.44
H 12.98 7.45 -3.19  0.26
H 13.58 9.06 -3.51  0.49
H 12.17 9.00 -2.71  0.55
H 11.25 8.51 -1.24  0.35
C -9.54 9.44 -2.07  -1.62
C -10.17 8.05 -1.65  1.43
C -9.20 7.32 -0.68  -1.82
C -11.36 8.35 -0.68  -0.98
C -12.73 8.72 -1.35  -0.83
C -13.07 7.67 -2.40  -1.14
C -11.98 7.44 -3.51  1.49
C -12.60 6.24 -4.30  -1.85
C -11.88 8.67 -4.42  -1.80
N -10.72 7.19 -2.71  0.41
O -9.82 6.32 -3.32  -0.52
H -8.65 9.30 -2.68  0.39
H -10.24 9.88 -2.77  0.31
H -9.23 10.10 -1.26  0.41
H -8.51 7.99 -0.16  0.39
H -9.49 6.61 0.09  0.37
H -8.53 6.73 -1.31  0.45
H -11.47 7.70 0.18  0.41
H -11.19 9.33 -0.23  0.24
H -13.49 8.65 -0.57  0.39
H -12.82 9.77 -1.66  0.35
H -14.02 8.03 -2.78  0.43
H -13.36 6.71 -1.98  0.43
H -12.37 5.24 -3.92  0.41
H -11.93 6.05 -5.14  0.47
H -13.63 6.24 -4.64  0.33
H -12.67 8.66 -5.16  0.46
H -11.04 8.72 -5.11  0.38
H -11.92 9.65 -3.92  0.31
H -10.00 5.48 -2.90  0.32
C 0.73 7.39 -14.68  -1.63
C -0.52 6.52 -14.42  1.32
C -1.48 6.55 -15.68  -1.83
C 0.05 5.12 -14.14  -1.30
C 0.78 4.86 -12.80  -0.65
C -0.28 5.14 -11.73  -1.11
C -0.81 6.62 -11.86  1.31
C -2.13 6.60 -11.00  -1.85
C 0.26 7.56 -11.29  -1.64
N -1.22 7.03 -13.26  0.52
O -1.70 8.35 -13.34  -0.50
H 1.26 6.99 -15.54  0.46
H 0.38 8.37 -15.02  0.31
H 1.55 7.29 -13.97  0.40
H -1.29 6.09 -16.65  0.37
H -2.33 5.89 -15.50  0.42
H -1.81 7.57 -15.88  0.37
H -0.77 4.41 -14.20  0.38
H 0.71 4.93 -14.99  0.51
H 1.05 3.80 -12.77  0.38
H 1.69 5.44 -12.67  0.34
H 0.37 5.08 -10.86  0.36
H -1.03 4.38 -11.53  0.39
H -2.26 6.09 -10.05  0.35
H -2.77 6.02 -11.67  0.53
H -2.56 7.60 -10.91  0.33
H 1.01 7.66 -12.07  0.34
H 0.52 7.21 -10.29  0.46
H -0.20 8.54 -11.24  0.33
H -2.65 8.21 -13.39  0.36
C -2.42 13.10 2.32  -1.34
C -2.51 13.51 3.82  0.36
C -1.41 14.51 4.24  -0.36
O -2.32 15.54 4.72  -0.31
C -3.53 15.23 4.77  0.69
O -4.53 15.88 5.27  -0.63
O -3.73 14.19 3.98  -0.32
H -1.36 13.03 2.08  0.37
H -2.71 13.97 1.73  0.35
H -2.90 12.18 2.00  0.32
H -2.48 12.64 4.48  0.29
H -0.72 14.80 3.45  0.31
H -0.80 14.00 4.99  0.26
C 6.02 2.14 8.52  -1.27
C 4.66 1.39 8.32  0.36
C 4.61 0.16 9.28  -0.39
O 3.87 0.75 10.37  -0.34
C 3.14 1.76 9.89  0.59
O 2.05 2.11 10.31  -0.53
O 3.67 2.26 8.71  -0.36
H 6.91 1.53 8.66  0.34
H 5.80 2.97 9.19  0.33
H 6.25 2.70 7.62  0.36
H 4.66 1.05 7.28  0.32
H 5.53 -0.30 9.63  0.30
H 4.00 -0.63 8.83  0.28
C -6.53 4.97 7.56  -1.36
C -6.99 3.63 8.24  0.37
C -7.55 2.70 7.31  -0.33
O -6.72 1.55 7.55  -0.32
C -5.91 1.67 8.49  0.72
O -5.02 0.90 8.79  -0.59
O -5.94 2.97 8.90  -0.36
H -5.66 4.85 6.91  0.33
H -6.36 5.76 8.29  0.35
H -7.38 5.28 6.96  0.38
H -7.65 3.87 9.07  0.25
H -7.32 2.99 6.28  0.28
H -8.59 2.39 7.43  0.27


Question: What is the HOMO-LUMO gap in the fourth record?
Answer: 7.985 eV


Question: Among the records above, which one has the lowest LUMO?
Answer: C33H23Br2IN4O2Pt


Question: What is the HOMO-LUMO gap in the second record?
Answer: 4.654 eV


Question: HOMO-LUMO gap of number 4 (C84H170N8O17)?
Answer: 7.985 eV